{
  "formula": "C33H78BrN4O4",
  "method": "ωB97M-V/def2-TZVPD",
  "total_energy_ev": -119649.730,
  "charge": 3,
  "gap_ev": 5.5,
  "largest_force_ha_per_bohr": 0.130,
  "e_lumo_ha": -0.336,
  "symbols": ["O", "H", "C", "C", "C", "H", "H", "H", "N", "H", "O", "O", "C", "C", "C", "H", "H", "C", "H", "H", "H", "H", "H", "H", "C", "N", "C", "C", "H", "C", "C", "C", "H", "H", "C", "H", "C", "H", "H", "H", "C", "C", "H", "C", "H", "H", "H", "C", "H", "Br", "C", "H", "H", "H", "H", "H", "C", "H", "H", "C", "H", "C", "H", "H", "H", "H", "H", "H", "H", "C", "H", "H", "H", "H", "H", "H", "H", "N", "C", "H", "H", "C", "H", "H", "H", "C", "H", "C", "C", "H", "H", "H", "H", "H", "H", "H", "C", "H", "H", "H", "H", "C", "H", "H", "H", "N", "H", "H", "H", "H", "H", "C", "H", "H", "H", "O", "H", "H", "C", "H"],
  "positions_angstrom": [[21.16756, 9.06922, -20.64097], [23.28033, 18.46224, -19.18865], [19.47064, 7.89061, -19.49033], [24.57109, 17.69007, -16.51495], [15.76171, 12.40456, -18.49562], [17.46186, 13.97145, -14.11075], [18.41195, 17.76025, -16.07793], [15.05248, 11.84954, -19.10815], [15.18362, 16.54368, -16.80602], [21.78853, 15.79183, -19.51592], [15.13786, 13.51213, -17.86220], [24.88298, 14.81216, -17.31919], [19.19705, 15.18893, -13.72397], [16.60943, 17.04883, -17.06143], [15.88088, 14.02268, -16.80761], [18.74025, 16.16692, -13.57056], [20.90657, 13.05468, -12.69646], [20.79427, 7.77418, -20.28942], [17.15794, 18.55820, -15.35283], [18.51974, 14.64640, -9.19427], [18.21453, 11.24169, -18.80312], [23.18655, 9.51667, -20.14942], [20.53894, 7.35737, -21.26614], [15.69357, 15.51472, -15.08131], [22.95637, 15.96251, -15.55190], [24.09730, 15.69352, -17.84820], [14.31072, 17.51932, -16.01779], [19.21187, 10.92873, -19.10459], [20.13950, 6.72788, -17.27195], [19.92096, 13.39313, -10.79968], [19.94210, 10.01098, -18.08198], [20.07897, 12.64134, -12.11858], [15.33383, 15.80452, -18.75052], [19.84025, 11.81950, -19.05145], [16.60020, 11.37655, -13.46121], [18.51641, 8.17033, -15.20227], [17.35853, 17.60366, -15.83892], [16.17687, 13.18564, -16.16629], [17.77636, 7.32699, -17.51946], [22.20912, 18.33353, -16.97171], [13.96766, 17.53239, -18.92733], [19.45872, 12.19816, -14.45833], [19.80949, 10.35280, -17.05818], [20.54971, 7.73550, -17.24291], [24.85783, 18.12963, -17.47126], [25.14300, 16.31027, -21.07668], [19.84964, 11.19485, -14.29223], [25.20538, 16.28463, -19.99111], [19.07677, 6.87859, -19.38509], [19.84525, 14.33255, -17.54660], [22.30127, 17.42233, -17.56549], [14.34470, 18.42692, -16.61614], [25.43747, 17.25332, -16.02031], [22.86047, 13.81148, -19.12372], [14.13012, 14.91741, -15.83458], [23.10853, 14.34920, -20.83290], [22.50090, 9.34729, -20.98335], [24.38843, 13.62962, -19.99267], [16.87151, 14.32254, -17.16254], [23.53456, 14.29064, -19.83246], [13.36285, 17.11631, -19.73395], [18.03034, 8.83276, -15.91975], [17.27112, 12.23816, -11.61529], [15.98963, 11.72143, -17.67221], [13.30288, 17.16683, -15.80735], [22.95595, 8.50803, -21.51429], [22.65808, 16.66247, -20.78000], [21.52397, 7.17855, -19.73959], [17.83808, 13.30806, -8.24873], [23.45902, 16.70164, -16.85168], [16.92495, 10.44927, -13.92909], [13.25082, 18.06413, -18.30445], [19.66344, 14.42185, -11.06016], [16.97775, 8.72721, -15.65508], [17.24956, 16.43269, -17.69011], [23.64034, 15.17801, -15.22491], [21.58011, 7.84057, -17.57742], [18.85181, 12.70944, -13.12547], [18.67787, 13.61454, -8.86962], [22.55421, 10.21316, -21.64133], [19.49047, 15.08466, -14.76606], [17.72961, 11.81855, -12.50692], [17.74343, 14.44944, -12.43292], [16.63461, 12.67257, -19.09086], [14.74373, 18.14387, -19.38451], [22.45898, 17.76941, -18.99615], [20.38076, 11.59477, -12.08382], [15.17217, 15.19656, -15.98171], [22.62989, 16.45708, -19.70949], [18.69486, 12.21019, -15.23481], [13.74656, 15.59343, -17.97514], [25.99999, 15.61404, -19.65761], [19.57782, 13.59739, -8.25153], [17.50804, 8.94766, -18.01863], [24.18716, 18.49717, -15.89239], [18.35594, 9.84545, -15.69012], [18.22455, 14.08829, -13.34199], [14.80637, 17.67332, -15.05989], [20.55162, 8.16407, -16.24205], [16.30138, 12.08708, -14.23400], [22.10082, 15.29647, -15.68753], [14.53513, 16.30742, -18.20879], [20.88926, 13.34693, -10.29869], [18.25329, 10.89481, -12.26483], [20.27213, 12.82804, -14.81530], [19.53580, 8.52138, -18.11419], [15.64094, 11.26461, -12.95652], [25.53613, 17.23020, -19.56092], [19.29957, 10.56487, -20.12627], [16.50595, 17.99051, -17.60519], [22.68895, 16.62513, -14.73073], [18.15881, 8.33846, -17.38965], [20.97886, 9.92378, -18.40268], [21.40472, 16.80983, -17.46251], [17.36988, 16.81754, -15.08235], [18.84766, 12.84996, -10.02934], [20.06363, 15.29221, -13.06979], [21.56202, 18.32950, -19.26220], [23.95917, 15.72019, -19.33244], [18.67414, 8.41603, -20.01629]],
  "lowdin_charge": [-0.217, 0.125, -0.079, 0.007, -0.069, 0.102, 0.086, 0.105, -0.244, 0.078, -0.193, 0.193, -0.079, -0.146, -0.220, 0.080, 0.123, -0.172, 0.094, 0.091, 0.044, 0.087, 0.148, 0.107, -0.010, 0.095, 0.025, -0.053, 0.119, -0.181, -0.122, -0.054, 0.125, 0.015, -0.043, 0.085, -0.065, 0.091, 0.135, 0.134, -0.044, -0.008, 0.100, 0.039, 0.086, 0.117, 0.101, 0.024, 0.139, -0.238, -0.168, 0.101, 0.107, 0.071, 0.136, 0.103, -0.081, 0.091, 0.051, -0.011, 0.099, -0.061, 0.124, 0.079, 0.122, 0.098, 0.137, 0.130, 0.104, -0.390, 0.053, 0.079, 0.111, 0.090, 0.103, 0.080, 0.106, -0.195, -0.089, 0.096, 0.004, -0.124, 0.136, 0.088, 0.090, -0.175, 0.136, -0.003, -0.144, 0.071, 0.127, 0.099, 0.100, 0.118, 0.111, 0.035, -0.155, 0.101, 0.094, 0.051, 0.025, -0.141, 0.147, 0.127, 0.063, -0.245, 0.097, 0.091, 0.078, 0.128, 0.100, -0.119, 0.118, 0.057, 0.039, -0.196, 0.080, 0.133, -0.423, 0.136]
}